# 1
98
Properties=species:S:1:pos:R:3:forces:R:3 method="wB97M-V/def2-TZVPD" gap_ev="4.287 / 5.555" e_homo_ev="-14.79 / -14.80" spin_multiplicity=4 total_charge=+3 lumo_energy_ha="-0.3860 / -0.3396"
Mn 0.0772 -0.2518 0.2683 -0.406 0.372 0.083
N 0.1556 -1.2736 2.0695 -0.074 -0.048 0.037
C -1.2502 -1.2506 2.5775 0.011 0.018 0.127
C -1.7486 0.1057 2.1020 -0.040 0.268 0.236
O -2.0317 1.0071 2.8422 -0.183 -0.240 -0.354
O -1.6619 0.2070 0.7622 0.528 -0.086 0.227
H 0.5004 -2.2307 2.0211 0.041 0.070 0.009
H 0.7517 -0.7585 2.7195 0.009 -0.003 -0.104
H -1.2987 -1.3474 3.6612 0.019 0.002 -0.084
H -1.7985 -2.0586 2.0916 -0.086 0.075 0.075
S -3.9036 2.0745 -3.1423 -0.029 -0.062 -0.195
C -4.7679 2.6637 -4.4905 0.079 -0.019 -0.028
C -4.0133 2.6659 -5.6265 0.002 -0.023 0.117
C -2.7066 2.1739 -5.4044 -0.093 0.019 0.157
C -2.4894 1.8098 -4.0981 0.034 -0.009 -0.060
C -1.2749 1.2420 -3.5273 -0.036 -0.010 0.196
C -1.2199 0.9268 -2.1507 0.035 0.131 -0.191
N -0.1453 0.3819 -1.6024 -0.092 -0.210 -0.010
C 0.9501 0.1093 -2.3513 0.068 0.020 -0.100
C 0.9986 0.4049 -3.7161 0.060 -0.046 0.137
C 2.2117 0.0895 -4.4303 -0.047 0.002 0.089
C 3.2708 -0.4623 -3.7987 -0.039 0.008 0.056
C 3.2337 -0.7577 -2.3873 -0.129 0.041 0.076
C 4.3064 -1.2813 -1.6584 -0.059 0.031 -0.038
C 4.2059 -1.4890 -0.2882 -0.050 0.015 0.099
C 2.9672 -1.1904 0.3174 0.139 -0.087 0.035
N 1.9272 -0.7280 -0.3562 -0.008 -0.071 -0.302
C 2.0560 -0.4827 -1.6873 0.074 0.064 -0.177
C 5.3094 -1.9904 0.5175 -0.064 0.010 0.021
C 5.3478 -2.1717 1.8813 0.137 -0.023 -0.128
C 6.5882 -2.6711 2.3306 0.085 -0.018 -0.139
C 7.4703 -2.8605 1.3021 -0.135 0.039 0.100
S 6.8081 -2.4358 -0.2046 -0.022 -0.021 0.118
C -0.1423 0.9761 -4.2897 -0.002 -0.004 0.036
H -5.7905 2.9808 -4.3747 -0.060 0.016 0.002
H -4.3771 3.0033 -6.5834 -0.028 0.019 -0.040
H -1.9691 2.1001 -6.1881 0.043 -0.007 -0.042
H -2.0466 1.1260 -1.4792 -0.028 -0.008 -0.017
H 2.2599 0.3095 -5.4875 -0.001 0.006 -0.043
H 4.1762 -0.6873 -4.3451 0.033 -0.004 -0.021
H 5.2304 -1.5060 -2.1755 0.038 0.001 -0.014
H 2.8381 -1.3275 1.3821 0.005 -0.026 0.006
H 4.5342 -1.9488 2.5548 -0.040 0.011 0.033
H 6.8226 -2.8800 3.3623 0.018 -0.007 0.020
H 8.4808 -3.2291 1.3570 0.054 -0.022 0.007
H -0.1346 1.2068 -5.3462 -0.008 -0.002 -0.030
C -1.1315 -4.1982 0.3356 0.002 0.058 0.038
Te -0.8270 -2.5627 -0.9946 0.150 -0.068 -0.258
C -2.9300 -2.2652 -0.9126 -0.042 0.021 0.055
C -3.4653 -3.5812 -0.3924 0.014 0.006 0.023
C -4.8244 -3.8656 -0.4925 0.047 -0.017 0.008
C -5.3160 -5.0665 -0.0117 0.031 -0.036 0.022
C -4.4555 -5.9958 0.5627 -0.006 0.042 -0.023
C -3.1028 -5.7209 0.6638 -0.066 0.067 -0.016
C -2.6056 -4.5088 0.1927 -0.019 0.016 0.044
H -0.8517 -3.9310 1.3577 -0.003 -0.044 -0.019
H -0.4810 -5.0067 0.0052 -0.030 -0.009 -0.008
H -3.2708 -2.0271 -1.9199 -0.010 -0.052 0.019
H -3.1300 -1.4133 -0.2596 0.013 -0.040 -0.043
H -5.4951 -3.1526 -0.9533 -0.015 0.020 -0.019
H -6.3705 -5.2865 -0.0967 -0.024 -0.009 -0.003
H -4.8387 -6.9400 0.9214 -0.017 -0.028 0.012
H -2.4344 -6.4495 1.1014 0.038 -0.037 0.024
S 1.0543 1.6915 0.9675 0.089 -0.094 0.143
Sb -0.2755 3.4144 1.9889 0.228 -0.015 -0.019
C -2.1402 3.7974 1.1471 -0.087 -0.127 -0.007
C -2.1522 4.1562 -0.1985 0.021 0.059 -0.006
C -3.3492 4.5470 -0.7808 0.111 0.029 0.022
C -4.5077 4.5898 -0.0192 -0.044 0.017 0.009
C -4.4847 4.2363 1.3221 0.004 -0.024 0.006
C -3.2987 3.8289 1.9152 -0.004 -0.021 -0.055
C 0.9148 5.0410 1.4392 -0.029 0.051 0.033
C 0.5809 6.2481 2.0498 0.040 0.035 -0.009
C 1.3016 7.3899 1.7389 -0.029 0.014 0.027
C 2.3447 7.3237 0.8262 0.017 0.038 -0.009
C 2.6724 6.1207 0.2210 -0.005 -0.046 -0.010
C 1.9572 4.9700 0.5247 0.031 -0.033 -0.049
C 0.0025 3.2097 4.0468 -0.047 -0.023 0.069
C 1.3275 3.3500 4.4598 0.004 0.070 -0.058
C 1.6304 3.2619 5.8095 0.031 0.022 -0.021
C 0.6190 3.0490 6.7346 -0.053 0.000 0.011
C -0.6996 2.9208 6.3186 0.046 0.017 -0.026
C -1.0159 2.9937 4.9705 -0.034 -0.004 -0.042
H -1.2380 4.1673 -0.7848 -0.013 0.009 0.018
H -3.3716 4.8375 -1.8218 0.016 0.026 -0.002
H -5.4344 4.9162 -0.4702 -0.032 0.009 -0.011
H -5.3901 4.2829 1.9104 -0.019 0.002 0.025
H -3.2931 3.5482 2.9575 0.007 -0.018 0.037
H -0.2286 6.3139 2.7665 -0.051 -0.005 0.050
H 1.0502 8.3299 2.2098 -0.012 0.014 0.011
H 2.9050 8.2168 0.5871 0.014 0.015 -0.004
H 3.4875 6.0773 -0.4879 0.016 -0.013 -0.013
H 2.2191 4.0330 0.0509 0.012 -0.006 -0.011
H 2.1192 3.5564 3.7463 -0.021 -0.023 0.014
H 2.6527 3.3821 6.1399 0.025 -0.006 -0.002
H 0.8569 2.9962 7.7876 0.006 -0.002 0.033
H -1.4849 2.7725 7.0454 -0.038 -0.013 0.025
H -2.0442 2.8832 4.6608 -0.016 -0.031 -0.016

=====

# 2
115
Properties=species:S:1:pos:R:3:forces:R:3 method="wB97M-V/def2-TZVPD" gap_ev="4.579 / 4.576" e_homo_ev="-6.21 / -6.21" lumo_energy_ha="-0.0601 / -0.0602"
Ti -0.4187 1.6972 0.5938 0.734 -0.280 -0.415
C 3.0971 2.8262 -4.5218 1.076 -0.116 -0.111
C 1.8656 2.7611 -5.1465 -0.697 -0.136 -0.256
C 0.6635 2.7081 -4.4523 0.267 0.464 -0.898
C 0.7745 2.7425 -3.0848 1.390 0.397 0.148
C -0.2130 2.8706 -2.0691 -0.802 -0.352 0.522
N -1.5110 2.9202 -2.3172 0.454 0.239 -0.757
C -2.4200 2.8130 -1.3999 -0.567 -0.236 1.423
C -3.8073 3.2653 -1.5357 0.866 -0.369 -0.266
C -4.4633 3.7996 -2.6117 0.902 0.118 -0.799
C -5.7808 4.0927 -2.4401 -1.304 0.618 -0.397
C -6.4653 3.8547 -1.2455 0.233 0.506 0.689
C -5.7745 3.3741 -0.1270 -0.803 -0.064 -0.481
C -4.4466 3.0649 -0.3310 0.402 -0.412 0.549
C -3.4669 2.4682 0.5579 1.861 -0.450 -1.332
N -3.6889 2.0769 1.7665 -1.619 0.080 0.275
C -2.7653 1.7646 2.6252 0.539 -0.470 -0.143
N -1.4378 1.9465 2.4131 0.912 0.066 1.337
C -0.8016 1.7983 3.6486 0.241 0.403 -0.276
N 0.4354 2.1755 3.9887 -1.277 -0.775 0.056
C 1.3211 2.5408 3.0999 0.634 1.002 0.341
N 1.2239 2.4312 1.7627 0.817 0.582 -1.211
C 2.3578 2.9951 1.1993 0.054 -0.338 -0.404
N 2.6607 3.0297 -0.0996 -0.655 -0.016 0.559
C 1.7215 2.8844 -1.0330 1.515 0.625 1.036
N 0.3886 2.9683 -0.8475 -0.962 -0.481 0.350
C 2.0466 2.8131 -2.4256 -1.009 -0.276 -1.168
C 3.2413 2.8566 -3.1339 -0.725 -0.166 -0.556
C 3.2558 3.4955 2.2548 -0.861 -0.800 -0.722
C 4.5019 4.0895 2.2017 -0.098 0.299 0.727
C 5.0605 4.4369 3.4337 0.339 -0.094 -0.128
C 4.4324 4.1445 4.6458 -1.451 0.104 -0.464
C 3.1351 3.6040 4.6495 0.589 0.106 1.316
C 2.5821 3.2407 3.4490 -0.500 -0.554 -0.414
C -1.7773 1.2944 4.5998 0.197 -0.416 0.607
C -1.6030 0.7993 5.9006 -0.854 -0.038 -0.285
C -2.6987 0.1660 6.4867 0.359 0.375 -0.214
C -3.9191 0.0902 5.7986 -0.944 -0.090 -0.120
C -4.1585 0.6898 4.5550 0.806 -0.498 0.132
C -3.0100 1.2394 3.9468 -0.557 0.007 0.467
N -2.2420 2.3069 -0.1313 -1.617 1.019 0.015
H 3.9630 2.8399 -5.1977 -0.179 0.082 0.574
H 1.8291 2.7723 -6.2232 0.079 -0.028 -0.216
H -0.2697 2.7686 -5.0230 0.213 -0.262 0.603
H -3.9325 3.9580 -3.5535 -0.219 0.076 0.293
H -6.3295 4.5879 -3.2377 0.033 -0.235 -0.020
H -7.4998 4.1964 -1.2018 0.201 -0.358 0.215
H -6.2322 3.1916 0.8431 -0.017 0.118 -0.255
H 4.2048 2.9082 -2.6568 0.086 0.030 0.136
H 4.9688 4.2983 1.2535 0.154 0.068 -0.049
H 6.0007 4.9692 3.4915 0.140 -0.128 -0.221
H 4.8650 4.4406 5.5839 0.256 0.066 0.135
H 2.5819 3.4879 5.5938 0.332 -0.124 -0.522
H -0.6553 0.8969 6.3905 0.328 -0.059 0.191
H -2.6513 -0.2702 7.4905 0.171 0.149 -0.468
H -4.7099 -0.4971 6.2812 0.143 0.432 -0.236
H -5.1292 0.6102 4.0337 0.734 0.130 0.384
O -1.6905 -1.0106 -3.1746 0.019 0.429 -0.113
N -0.5312 -1.0348 -2.9022 0.351 -0.198 -0.436
O -0.0907 0.3115 -0.2088 -0.497 0.822 0.042
C 3.3774 -2.6329 4.2082 -0.141 0.361 0.187
O 3.1050 -2.6945 2.8180 0.189 0.143 -0.172
C 2.9098 -3.8898 2.2427 -0.546 0.238 -0.442
O 3.0239 -4.9476 2.7989 0.137 -0.118 -0.030
C 2.3528 -3.6219 0.8665 -0.457 0.105 0.319
C 2.3668 -4.5505 -0.1028 0.160 0.492 0.146
As 1.3939 -4.6561 -1.9031 0.132 -0.735 0.866
C 2.9719 -5.1942 -2.9118 0.081 -0.339 -0.198
C 1.1019 -2.8401 -2.5141 0.480 1.006 -0.285
C -0.1488 -2.3878 -2.3618 -0.245 0.377 -0.774
As 1.3457 -1.8508 0.7120 0.362 -0.571 -1.413
C 2.9550 -0.7020 0.5902 -0.484 0.188 0.558
C -1.4012 -2.9761 -1.7416 -1.313 -0.582 -0.504
O -2.3180 -3.5902 -2.2619 1.845 0.322 0.578
O -1.4341 -2.4566 -0.5244 0.554 -0.196 -0.105
C -2.2884 -3.0173 0.4414 -0.974 0.433 0.572
C 2.2107 -1.8406 -2.9989 -1.001 -0.854 1.097
O 2.1913 -0.7222 -2.5726 0.353 0.321 -0.179
O 3.2103 -2.3673 -3.7252 -0.014 0.403 0.378
C 4.3334 -1.4349 -3.8448 -0.443 -0.720 -0.822
C 3.1465 -5.8322 0.1403 0.595 -0.045 -0.222
O 4.3470 -5.9247 0.0430 -0.861 0.387 -0.107
O 2.4125 -6.9395 0.3150 -0.713 -0.478 0.375
C 1.1364 -6.9013 1.0084 0.017 0.445 -0.667
H 3.7359 -1.6143 4.3789 0.073 -0.271 0.068
H 4.1083 -3.3779 4.4945 0.115 -0.089 0.117
H 2.4425 -2.7682 4.7522 0.057 -0.154 0.103
H 3.1143 -6.2693 -2.7528 -0.045 0.230 0.016
H 3.8382 -4.6622 -2.5407 0.189 0.038 -0.112
H 2.8349 -5.0128 -3.9834 -0.047 0.034 0.310
H 3.8241 -1.1949 0.1809 0.071 -0.463 -0.079
H 3.2183 -0.2709 1.5528 0.009 0.002 0.061
H 2.6440 0.0851 -0.0843 -0.091 0.272 -0.139
H -1.8997 -3.9676 0.7649 0.208 -0.436 0.151
H -3.3115 -3.1509 0.0857 0.124 0.130 -0.124
H -2.2649 -2.3088 1.2718 -0.144 -0.235 -0.082
H 5.2116 -2.0189 -4.0964 -0.087 -0.246 -0.019
H 4.4785 -0.9231 -2.9170 0.030 0.404 0.408
H 4.1056 -0.7577 -4.6641 0.075 0.249 0.163
H 0.4089 -7.5317 0.4828 0.477 0.006 0.068
H 0.7400 -5.8900 1.0320 -0.014 0.122 -0.031
H 1.2772 -7.2172 2.0284 0.180 -0.271 0.253
O 0.0628 -2.3009 2.5858 0.451 0.597 0.004
N -0.2099 -1.0928 2.7685 -0.134 -1.039 0.141
O 0.4853 -0.3481 2.0731 0.610 0.042 0.671
C -4.8852 -1.8009 -3.7110 -0.190 0.120 0.446
S -5.1001 -0.1741 -2.8827 -0.078 0.105 -0.126
C -4.8475 0.8970 -4.3678 0.684 -0.288 0.207
O -3.9573 0.0495 -1.9365 -0.433 -0.117 -0.598
H -5.7785 -2.0095 -4.3405 0.707 0.299 0.255
H -4.8180 -2.5787 -2.9251 -0.006 0.565 -0.327
H -3.9393 -1.7594 -4.2476 -0.134 -0.222 -0.204
H -5.5840 0.6591 -5.1397 0.117 -0.221 0.110
H -3.8001 0.7925 -4.7422 -0.792 -0.027 0.308
H -5.0239 1.9276 -4.0491 0.089 -0.316 0.055